Entry from the Open Molecules 2025 dataset: an isolated molecule of C2H3NO3 at a distorted geometry (ωB97M-V/def2-TZVPD).

## Properties
SMILES: O=C/[N+]([O-])=C\O
highest occupied orbital energy (spin up / spin down): -0.314 / -0.314 Eh
orbital gap (spin up / spin down): 8.524 / 8.525 eV

Cartesian coordinates (Å):
C  -1.21323  -0.76345  0.32767
C  0.80686  0.64147  -0.12430
N  -0.47127  0.48817  0.06576
O  -1.29012  1.47906  -0.00572
O  -2.20034  -1.04312  -0.23292
O  1.50600  -0.54858  -0.08706
H  -0.78413  -1.34742  1.11712
H  1.31036  1.49972  -0.54590
H  2.33587  -0.40585  -0.51465

Forces on the atoms, in the same order (eV/Å):
1.2 -0.3 0.5
-0.4 -2.8 -0.2
-0.2 2.3 -0.9
0.0 0.3 0.1
-0.8 0.1 -0.7
-0.6 0.5 0.4
0.5 -0.5 0.7
-0.6 0.4 0.4
0.9 -0.1 -0.3

=====

Entry from the Open Molecules 2025 dataset: an isolated molecule of C19H30N4O6S at a distorted geometry (ωB97M-V/def2-TZVPD).

## Properties
SMILES: CCOC(=O)N1CCC(NC(=O)C2CCN(S(=O)(=O)c3c(C)noc3C)CC2)CC1
highest occupied orbital energy: -0.328 Eh
orbital gap: 9.396 eV

Cartesian coordinates (Å):
C  -2.91227  2.08886  2.06517
C  -2.34454  0.80893  2.65242
H  -1.26668  0.90034  2.81193
H  -2.82660  0.56517  3.60713
O  -2.59648  -0.25656  1.73800
C  -1.74808  -1.30036  1.78064
O  -0.80383  -1.38681  2.53584
N  -2.11519  -2.28471  0.92367
C  -2.95895  -2.06120  -0.22471
H  -3.56848  -1.17676  -0.05006
C  -2.08721  -1.87841  -1.47867
H  -2.68238  -2.08803  -2.36781
H  -1.74831  -0.84348  -1.52727
C  -0.85831  -2.79690  -1.42928
N  0.29641  -2.06853  -0.92807
C  1.52682  -2.60110  -1.00726
O  1.75459  -3.64003  -1.60169
C  2.67472  -1.81171  -0.36867
C  2.37463  -1.23596  1.02958
C  2.77080  0.23665  1.11995
N  2.13671  1.03413  0.08604
S  0.59152  1.53066  0.44673
O  0.55396  1.92661  1.82056
O  -0.40017  0.59728  -0.02929
C  0.48864  2.98699  -0.54283
C  1.13597  4.16400  -0.26379
O  0.82523  5.05786  -1.20510
N  -0.02386  4.49618  -2.10392
C  -0.24146  3.26306  -1.73474
C  -1.12336  2.34479  -2.49054
H  -0.52712  1.73306  -3.16714
H  -1.64137  1.68496  -1.79926
H  -1.83391  2.91864  -3.07814
C  2.04851  4.52480  0.83977
H  3.07733  4.29592  0.56327
H  1.97464  5.58837  1.05158
H  1.78593  3.93763  1.71611
C  2.26227  0.52900  -1.27579
C  3.13709  -0.71638  -1.34586
H  4.16830  -0.44151  -1.11744
H  3.11735  -1.10897  -2.36395
H  2.69527  1.32450  -1.89587
H  1.26306  0.30398  -1.66189
H  3.85365  0.36399  1.03414
H  2.44298  0.65901  2.06995
H  1.31641  -1.31992  1.28392
H  2.92546  -1.79337  1.78821
H  3.49238  -2.53662  -0.29774
H  0.10744  -1.22270  -0.40566
C  -1.13366  -4.00660  -0.52744
H  -2.00118  -4.54428  -0.91117
C  -1.37046  -3.53222  0.90657
H  -0.42402  -3.36116  1.42425
H  -1.93005  -4.29158  1.46759
H  -0.27681  -4.67848  -0.55756
H  -0.59769  -3.15662  -2.43232
H  -3.61964  -2.92642  -0.33634
H  -3.97720  1.97896  1.87505
H  -2.40640  2.31483  1.12962
H  -2.75242  2.90820  2.75958

Forces on the atoms, in the same order (eV/Å):
0.1 -0.5 0.0
0.3 0.4 0.3
-0.3 -0.1 0.1
0.1 0.0 -0.1
-0.1 -0.1 -0.2
-0.3 -0.2 0.2
0.2 0.2 0.3
0.0 0.1 -0.1
-0.2 0.2 -0.3
-0.1 -0.2 0.0
-0.1 -0.1 0.2
0.0 0.0 0.0
-0.1 0.1 -0.1
0.0 -0.4 -0.3
-0.4 0.2 0.0
0.5 0.2 0.3
0.0 -0.3 -0.2
0.1 -0.2 -0.1
0.1 0.2 0.0
0.1 -0.4 0.7
-0.9 0.4 0.4
0.5 1.0 -0.6
0.2 -0.1 0.2
0.0 0.2 0.0
0.2 0.1 0.3
-0.2 -0.6 0.0
0.6 -0.1 1.0
-0.9 -0.5 -1.0
0.2 0.2 0.2
-0.1 0.0 -0.2
0.0 -0.1 0.0
-0.1 0.0 -0.1
-0.1 0.0 -0.1
0.0 0.2 -0.1
0.1 0.0 0.0
0.0 0.0 0.1
0.0 0.1 0.0
0.1 0.2 -0.9
-0.1 0.0 0.1
0.0 0.0 -0.1
0.1 0.1 0.0
-0.1 -0.1 0.0
0.2 -0.1 -0.2
-0.1 0.1 0.0
0.3 -0.1 0.1
0.0 -0.1 0.1
-0.1 0.0 0.0
-0.2 0.1 0.0
0.2 -0.1 0.0
0.1 0.2 0.0
0.0 -0.1 0.0
0.2 -0.3 0.2
-0.1 -0.1 -0.1
0.1 0.0 0.0
-0.1 0.0 0.0
-0.1 0.1 0.2
0.0 0.1 0.0
-0.1 0.1 0.0
0.0 0.1 -0.1
0.0 0.1 0.1